Entry 1:
Here is a molecular structure, C30H75In2N5NaO14P at a distorted geometry from the OMol25 dataset. Energies are from ωB97M-V/def2-TZVPD.

2S+1: 1
ΔE to the lowest compared entry with this formula, charge and spin: 0.0 kcal/mol
energy: -3397.05237 hartree
charge: +4
E_HOMO: -0.5672 Ha
LUMO level: -14.3 eV

Element x y z (Å)
1 In -4.60 -2.60 -0.75
2 In -5.26 3.41 1.88
3 Na -1.96 2.82 -3.78
4 P -0.72 1.09 -0.17
5 O 0.77 1.44 0.13
6 O -0.99 0.17 -1.43
7 O -1.36 2.52 -0.35
8 O -1.56 0.35 0.94
9 C -0.63 -6.94 -1.78
10 O -1.24 -5.92 -2.54
11 C -0.24 -5.01 -3.10
12 C -0.58 -4.67 -4.59
13 N -1.65 -3.68 -4.61
14 C -2.20 -3.68 -5.99
15 C -3.52 -2.96 -6.04
16 O -4.46 -3.36 -4.93
17 C -5.87 -3.09 -5.28
18 H 0.19 -7.46 -2.28
19 H -1.23 -7.77 -1.42
20 H -0.22 -6.55 -0.85
21 H 0.80 -5.31 -2.98
22 H -0.35 -4.11 -2.48
23 H -0.74 -5.60 -5.13
24 H 0.35 -4.26 -5.00
25 H -1.32 -2.82 -4.20
26 H -2.44 -4.62 -6.49
27 H -1.41 -3.16 -6.54
28 H -4.00 -3.28 -6.97
29 H -3.35 -1.89 -6.07
30 H -6.21 -3.84 -6.00
31 H -5.97 -2.04 -5.53
32 H -6.31 -3.51 -4.37
33 C 2.95 7.64 -2.61
34 O 3.66 6.45 -2.87
35 C 2.94 5.26 -2.86
36 C 3.84 4.16 -3.27
37 N 3.04 2.96 -3.42
38 C 3.73 1.75 -3.93
39 C 4.81 1.17 -2.98
40 O 5.81 0.53 -3.72
41 C 6.45 -0.42 -2.97
42 H 3.61 8.41 -2.99
43 H 2.98 7.76 -1.53
44 H 1.97 7.79 -3.07
45 H 2.08 5.45 -3.50
46 H 2.56 5.06 -1.85
47 H 4.53 4.01 -2.43
48 H 4.40 4.41 -4.17
49 H 2.83 2.64 -2.49
50 H 4.13 1.97 -4.92
51 H 2.98 0.99 -4.12
52 H 4.20 0.43 -2.46
53 H 5.11 1.89 -2.23
54 H 7.09 0.00 -2.19
55 H 7.08 -0.95 -3.69
56 H 5.80 -1.23 -2.65
57 C -3.86 8.26 3.48
58 O -3.47 7.19 2.81
59 C -2.14 7.16 2.31
60 C -1.08 6.54 3.28
61 N -1.47 5.18 3.62
62 C -0.85 4.77 4.86
63 C -1.62 3.47 5.30
64 O -3.02 3.60 5.27
65 C -3.72 2.74 6.14
66 H -4.90 8.06 3.72
67 H -3.83 9.08 2.75
68 H -3.27 8.60 4.33
69 H -1.82 8.20 2.23
70 H -2.12 6.61 1.37
71 H -0.99 7.23 4.12
72 H -0.15 6.50 2.73
73 H -0.81 4.71 3.02
74 H -0.84 5.53 5.64
75 H 0.20 4.51 4.77
76 H -1.23 2.88 6.13
77 H -1.32 2.78 4.52
78 H -3.19 1.83 6.39
79 H -4.62 2.30 5.71
80 H -3.92 3.27 7.08
81 C 7.42 -1.18 2.90
82 O 6.51 -0.48 1.96
83 C 5.17 -0.34 2.49
84 C 5.15 0.78 3.57
85 N 5.13 2.20 3.10
86 C 6.45 2.73 2.67
87 C 6.50 4.26 2.60
88 O 7.79 4.70 2.25
89 C 7.84 5.98 1.69
90 H 7.59 -0.62 3.82
91 H 8.42 -1.24 2.46
92 H 7.05 -2.19 3.06
93 H 5.09 -1.27 3.05
94 H 4.43 -0.23 1.70
95 H 6.01 0.62 4.22
96 H 4.23 0.55 4.11
97 H 4.50 2.12 2.32
98 H 6.75 2.40 1.67
99 H 7.18 2.42 3.41
100 H 6.33 4.69 3.59
101 H 5.85 4.52 1.77
102 H 7.38 5.98 0.71
103 H 8.84 6.34 1.44
104 H 7.31 6.70 2.31
105 C -3.50 -4.96 2.93
106 O -3.82 -5.82 1.83
107 C -4.74 -6.84 2.25
108 C -6.20 -6.36 2.24
109 N -6.81 -6.08 1.01
110 C -7.21 -7.33 0.25
111 C -6.08 -7.88 -0.60
112 O -5.89 -6.96 -1.59
113 C -5.14 -7.57 -2.69
114 H -2.67 -4.35 2.56
115 H -3.19 -5.58 3.77
116 H -4.27 -4.21 3.09
117 H -4.51 -7.15 3.27
118 H -4.61 -7.73 1.65
119 H -6.33 -5.43 2.78
120 H -6.97 -7.01 2.66
121 H -7.56 -5.45 1.24
122 H -8.03 -7.20 -0.46
123 H -7.61 -8.07 0.94
124 H -6.36 -8.82 -1.07
125 H -5.12 -8.13 -0.16
126 H -4.53 -6.94 -3.33
127 H -5.73 -8.31 -3.22
128 H -4.30 -8.08 -2.21



Entry 2:
Here is a molecular structure, C7H5O3STl at a distorted geometry from the OMol25 dataset. Energies are from ωB97M-V/def2-TZVPD.

2S+1: 1
energy: -1066.09139 hartree
charge: -2
E_HOMO: 0.0135 Ha
LUMO level: 4.7 eV

Element x y z (Å)
1 Tl -5.79 0.00 1.91
2 O -5.83 -0.07 3.96
3 O 3.63 -0.92 -0.86
4 C 2.88 0.19 -1.18
5 O 3.43 1.09 -1.78
6 C 1.49 0.15 -0.73
7 C 0.74 -1.04 -0.73
8 C -0.56 -1.08 -0.27
9 C -1.22 0.08 0.25
10 S -2.81 0.03 0.85
11 C -0.44 1.27 0.22
12 C 0.85 1.31 -0.27
13 H 3.07 -1.46 -0.28
14 H 1.17 -1.96 -1.12
15 H -1.12 -2.00 -0.29
16 H -0.90 2.18 0.59
17 H 1.40 2.24 -0.28



Entry 3:
Here is 2 unconnected molecules or ions with the total composition C32H33N2 at a distorted geometry from the OMol25 dataset. Energies are from ωB97M-V/def2-TZVPD.

2S+1: 1
ΔE to the lowest compared entry with this formula, charge and spin: 86.3 kcal/mol
energy: -1348.35158 hartree
charge: +1
E_HOMO: -0.3370 Ha
LUMO level: -3.1 eV

Element x y z (Å)
1 C -6.21 -2.39 0.45
2 C -4.84 -2.25 1.04
3 C -4.67 -1.76 2.34
4 C -3.45 -1.18 2.65
5 C -2.29 -1.57 1.95
6 C -0.96 -1.01 2.43
7 C 0.28 -1.85 2.59
8 C 1.44 -1.27 3.03
9 C 2.68 -1.35 2.32
10 C 3.92 -0.79 2.73
11 C 5.06 -0.97 1.95
12 C 5.02 -1.71 0.76
13 C 6.32 -2.15 0.16
14 C 3.76 -2.07 0.23
15 C 2.64 -1.99 1.05
16 C -2.43 -2.35 0.78
17 C -3.71 -2.57 0.26
18 H -6.11 -2.83 -0.53
19 H -6.95 -2.98 1.00
20 H -6.65 -1.39 0.31
21 H -5.50 -1.73 3.07
22 H -3.39 -0.43 3.43
23 H -0.68 -0.08 1.87
24 H 0.28 -2.92 2.35
25 H 1.43 -0.63 3.91
26 H 3.96 -0.22 3.66
27 H 6.02 -0.52 2.26
28 H 6.23 -2.74 -0.75
29 H 6.99 -1.30 -0.06
30 H 6.87 -2.75 0.89
31 H 3.64 -2.41 -0.81
32 H 1.68 -2.39 0.71
33 H -1.55 -2.73 0.23
34 H -3.90 -2.92 -0.76
35 C -0.96 -4.56 6.97
36 N -0.68 -3.37 7.73
37 C -1.58 -2.42 8.08
38 H -1.18 -0.65 3.42
39 C -3.07 -2.52 7.92
40 C -3.83 -2.89 9.05
41 C -5.23 -2.91 9.00
42 C -5.87 -2.59 7.80
43 C -5.13 -2.33 6.63
44 C -3.73 -2.29 6.69
45 N -0.85 -1.30 8.33
46 C -1.38 0.04 8.37
47 C 0.52 -1.61 8.45
48 C 0.63 -2.95 8.04
49 C 1.61 -3.82 8.54
50 C 2.17 -3.39 9.75
51 C 2.07 -2.05 10.18
52 C 1.40 -1.08 9.42
53 H -0.09 -5.21 7.11
54 H -1.88 -5.05 7.30
55 H -1.04 -4.32 5.90
56 H -3.28 -3.16 9.95
57 H -5.79 -3.17 9.90
58 H -6.96 -2.53 7.79
59 H -5.67 -2.14 5.69
60 H -3.17 -2.08 5.78
61 H -0.63 0.69 8.82
62 H -1.60 0.42 7.36
63 H -2.31 0.05 8.95
64 H 1.83 -4.79 8.09
65 H 2.58 -4.13 10.43
66 H 2.46 -1.77 11.17
67 H 1.47 0.00 9.62



Entry 4:
Here is 2 unconnected molecules or ions with the total composition H5O2PSSi at a distorted geometry from the OMol25 dataset. Energies are from ωB97M-V/def2-TZVPD.

2S+1: 1
ΔE to the lowest compared entry with this formula, charge and spin: 11.1 kcal/mol
energy: -1182.53550 hartree
SMILES string: O[SiH3].OP=S
E_HOMO: -0.3388 Ha
LUMO level: -0.5 eV

Element x y z (Å)
1 O -0.44 -0.90 0.65
2 Si -1.73 -0.03 0.12
3 H -0.81 -1.63 1.14
4 H -0.87 0.69 -0.82
5 H -2.68 -1.00 -0.48
6 H -2.49 0.94 0.88
7 O 1.64 1.37 -0.33
8 P 2.25 0.26 0.68
9 S 3.10 -0.93 -0.61
10 H 2.02 1.23 -1.23